This record from OMol25 describes the molecule C4H8O2. The level of theory is the ωB97M-V functional and the def2-TZVPD basis.

Summary:
- relative energy (zero: lowest compared OMol25 entry of this formula, charge and spin) (kJ/mol) = 56.3
- SMILES = CCCOC=O
- charge = 0
- strongest force on any atom (Eh/bohr) = 0.010
- E_LUMO (eV) = 1.0
- 2S+1 = 1

XYZ file:
```
14
Properties=species:S:1:pos:R:3:forces:R:3:nbo_charge:R:1
C 1.0006 -1.3708 -1.2291 0.061 -0.016 -0.043 -0.608
C -0.1927 -0.9183 -0.3923 -0.046 -0.004 0.014 -0.415
C -0.0410 0.5217 0.0607 0.181 -0.048 -0.108 -0.085
O -1.2158 0.8884 0.8072 -0.037 0.076 0.112 -0.506
C -1.0359 1.5194 1.9703 0.259 0.097 0.208 0.651
O 0.0165 1.8354 2.4609 -0.428 -0.117 -0.211 -0.588
H 1.9341 -1.3073 -0.6589 -0.131 -0.004 -0.067 0.207
H 0.8798 -2.4077 -1.5565 0.014 0.148 0.048 0.217
H 1.1147 -0.7500 -2.1250 -0.020 -0.080 0.116 0.204
H -0.3024 -1.5539 0.4944 0.027 0.073 -0.116 0.205
H -1.1208 -1.0119 -0.9680 0.118 -0.001 0.068 0.206
H 0.8425 0.6650 0.6882 -0.113 -0.049 -0.101 0.209
H 0.0233 1.2026 -0.7956 0.003 -0.088 0.108 0.183
H -2.0185 1.7049 2.4288 0.112 0.011 -0.028 0.120
```
Positions in Å, forces in eV/Å.